ORCA calculation (the ωB97M-V functional and the def2-TZVPD basis) on a single C23H31FN2O3S molecule in a non-equilibrium geometry.

## Properties
Highest occupied orbital energy in eV: -8.4
ΔE to the lowest compared entry with this formula, charge and spin in kJ/mol: 0.0
Largest force on an atom in eV Å⁻¹: 1.1
Gap between HOMO and LUMO in eV: 8.938

Each line ends with the Mulliken charge.
Element x y z (Å)
C (-4.953, -2.024, -2.420)  -1.30
C (-5.680, -1.381, -1.246)  -0.34
C (-5.153, 0.031, -0.932)  0.41
C (-5.627, 1.054, -1.966)  -1.76
N (-5.474, 0.513, 0.410)  0.22
C (-6.871, 0.430, 0.774)  -1.12
C (-4.617, -0.043, 1.445)  -1.24
C (-3.180, 0.338, 1.215)  0.21
C (-2.835, 1.677, 1.091)  -0.49
C (-1.521, 2.033, 0.853)  -1.17
C (-0.541, 1.062, 0.747)  0.21
C (-0.866, -0.283, 0.881)  -0.11
C (0.203, -1.361, 0.738)  1.15
O (-0.319, -2.653, 0.986)  -0.71
C (0.706, -1.372, -0.717)  -0.63
C (1.887, -2.330, -0.880)  -1.07
N (2.942, -2.067, 0.066)  0.15
S (4.186, -1.074, -0.381)  1.30
O (5.180, -1.160, 0.647)  -0.73
O (4.530, -1.412, -1.729)  -0.73
C (3.568, 0.621, -0.390)  0.06
C (3.675, 1.384, 0.758)  -0.48
C (3.172, 2.674, 0.773)  -0.41
C (2.575, 3.163, -0.378)  0.20
F (2.071, 4.410, -0.368)  -0.38
C (2.483, 2.415, -1.541)  -0.41
C (2.992, 1.127, -1.540)  -0.49
C (2.523, -2.069, 1.444)  -1.07
C (1.380, -1.082, 1.697)  -0.41
C (-2.191, -0.629, 1.106)  -0.45
H (-5.320, -3.035, -2.584)  0.40
H (-5.108, -1.456, -3.333)  0.33
H (-3.884, -2.076, -2.223)  0.25
H (-5.543, -2.014, -0.366)  0.30
H (-6.750, -1.336, -1.460)  0.39
H (-4.058, 0.003, -0.976)  0.05
H (-5.350, 2.052, -1.640)  0.42
H (-5.159, 0.860, -2.927)  0.45
H (-6.706, 1.016, -2.099)  0.34
H (-7.211, -0.596, 0.981)  0.36
H (-7.035, 1.029, 1.670)  0.35
H (-7.479, 0.844, -0.026)  0.33
H (-4.706, -1.141, 1.529)  0.28
H (-4.947, 0.386, 2.398)  0.60
H (-3.607, 2.427, 1.164)  0.51
H (-1.253, 3.073, 0.745)  0.48
H (0.478, 1.363, 0.549)  -0.22
H (-0.563, -2.713, 1.916)  0.51
H (0.990, -0.360, -1.003)  0.13
H (-0.114, -1.700, -1.357)  0.52
H (2.325, -2.252, -1.875)  0.50
H (1.539, -3.355, -0.720)  0.34
H (4.166, 0.963, 1.621)  0.50
H (3.236, 3.298, 1.651)  0.45
H (2.024, 2.842, -2.419)  0.45
H (2.965, 0.512, -2.425)  0.52
H (3.399, -1.823, 2.044)  0.51
H (2.195, -3.084, 1.690)  0.33
H (1.735, -0.063, 1.555)  0.05
H (1.034, -1.179, 2.730)  0.64
H (-2.462, -1.673, 1.173)  0.52

Cartesian forces (eV/Å) of the 3 atoms listed first:
C -0.2 0.0 0.1
C 0.3 0.2 0.1
C -0.2 0.0 -0.2

ORCA calculation (the ωB97M-V functional and the def2-TZVPD basis) on a molecular structure, C12H43FN16O14P2Si2 in a non-equilibrium geometry.

## Properties
Highest occupied orbital energy in eV: -8.1
Largest force on an atom in eV Å⁻¹: 1.6
Gap between HOMO and LUMO in eV: 7.990

Each line ends with the Mulliken charge.
Element x y z (Å)
C (-1.580, 2.310, 4.155)  0.71
C (-1.258, 2.373, 3.016)  -1.16
Si (-0.925, 2.520, 1.251)  0.11
O (-2.311, 2.647, 0.337)  0.33
Si (-3.288, 3.986, 0.555)  0.22
F (-3.403, 4.354, 2.075)  -0.24
C (-4.969, 3.519, -0.065)  -0.42
O (-5.768, 3.145, 1.023)  -0.19
O (-7.040, 2.692, 0.508)  -0.44
P (-2.469, 5.731, -0.598)  -0.01
C (-2.112, 6.949, 0.692)  -0.68
O (-0.947, 5.299, -1.095)  -0.42
P (0.196, 0.631, 0.643)  0.03
O (0.299, 0.820, -0.997)  -0.50
O (-0.875, -0.650, 0.776)  -0.45
H (-1.901, 2.294, 5.146)  0.54
H (-0.053, 3.655, 0.974)  0.02
H (-4.824, 2.666, -0.691)  0.19
H (-5.432, 4.300, -0.645)  0.47
H (-6.796, 1.928, -0.032)  0.38
H (-3.067, 7.245, 1.077)  0.36
H (-1.530, 6.560, 1.498)  0.02
H (-1.638, 7.795, 0.251)  0.38
H (-0.895, 4.361, -1.267)  0.31
H (-0.503, 1.223, -1.340)  0.31
H (-1.714, -0.311, 1.094)  0.29
C (1.047, -3.162, -2.802)  0.67
O (0.269, -4.096, -2.792)  -0.66
N (0.923, -2.083, -1.978)  -0.16
N (2.125, -3.127, -3.665)  -0.44
H (1.548, -1.299, -1.969)  0.11
H (0.150, -2.083, -1.340)  0.03
H (2.229, -3.901, -4.292)  0.25
H (2.779, -2.370, -3.708)  0.16
C (5.138, -4.515, -0.848)  0.62
O (5.563, -4.984, 0.197)  -0.68
N (5.711, -3.420, -1.441)  -0.32
N (4.069, -5.045, -1.513)  -0.29
H (5.386, -3.026, -2.301)  0.14
H (6.500, -3.008, -0.982)  0.22
H (3.625, -5.845, -1.107)  0.19
H (3.705, -4.669, -2.369)  0.11
C (0.449, 6.408, 4.128)  0.68
O (-0.077, 7.148, 3.314)  -0.63
N (0.064, 5.108, 4.294)  -0.21
N (1.475, 6.831, 4.938)  -0.44
H (0.488, 4.482, 4.951)  0.16
H (-0.680, 4.767, 3.718)  -0.02
H (1.775, 7.781, 4.838)  0.23
H (1.924, 6.245, 5.614)  0.15
C (-0.070, -2.684, 4.335)  0.65
O (0.932, -2.054, 4.621)  -0.64
N (-0.642, -2.631, 3.092)  -0.26
N (-0.708, -3.495, 5.243)  -0.38
H (-1.468, -3.137, 2.840)  0.15
H (-0.206, -2.044, 2.405)  0.10
H (-0.312, -3.553, 6.160)  0.23
H (-1.532, -4.022, 5.032)  0.16
C (-4.201, -0.842, -1.591)  0.53
O (-5.201, -0.173, -1.354)  -0.68
N (-4.264, -2.018, -2.260)  -0.31
N (-2.943, -0.452, -1.188)  -0.04
H (-3.458, -2.579, -2.461)  0.12
H (-5.169, -2.334, -2.577)  0.26
H (-2.861, 0.419, -0.694)  0.06
H (-2.123, -1.002, -1.355)  0.10
C (8.551, -7.047, -1.798)  0.59
O (9.310, -6.103, -1.926)  -0.64
N (7.312, -6.927, -1.235)  -0.25
N (8.892, -8.314, -2.217)  -0.38
H (6.676, -7.691, -1.127)  0.15
H (7.034, -6.015, -0.915)  0.16
H (9.795, -8.431, -2.632)  0.22
H (8.290, -9.108, -2.123)  0.16
C (-6.452, -1.585, -5.164)  0.69
O (-6.182, -2.483, -4.382)  -0.70
N (-7.739, -1.297, -5.526)  -0.40
N (-5.485, -0.802, -5.732)  -0.38
H (-7.984, -0.564, -6.162)  0.16
H (-8.465, -1.854, -5.119)  0.22
H (-4.536, -0.991, -5.476)  0.22
H (-5.681, -0.058, -6.372)  0.16
C (3.216, 2.799, 1.888)  0.53
O (2.079, 3.011, 1.492)  -0.52
N (3.634, 1.549, 2.242)  -0.33
N (4.138, 3.802, 2.001)  -0.45
H (4.558, 1.346, 2.572)  0.17
H (2.967, 0.803, 2.166)  0.19
H (3.844, 4.725, 1.747)  0.23
H (5.076, 3.657, 2.321)  0.15

Cartesian forces (eV/Å) of the 3 atoms listed first:
C -0.4 -0.1 1.1
C 0.3 0.0 -1.6
Si 0.7 -0.4 -0.5

ORCA calculation (the ωB97M-V functional and the def2-TZVPD basis) on 7 unconnected molecules or ions with the total composition C30H84Cl6N12O4P4 in a non-equilibrium geometry.

## Properties
Highest occupied orbital energy (spin up / spin down) in eV: 0.4 / -6.2
2S+1: 2
Largest force on an atom in eV Å⁻¹: 4.0
Gap between HOMO and LUMO (spin up / spin down) in eV: 1.740 / 8.340
Expectation value of S²: 0.75
Charge: -1

Each line ends with the Mulliken charge.
Element x y z (Å)
O (-22.999, -21.955, 19.072)  -0.92
P (-22.019, -22.961, 18.628)  0.42
N (-21.379, -23.750, 20.047)  0.38
C (-20.476, -24.912, 20.034)  -1.24
C (-21.229, -23.031, 21.272)  -0.97
N (-20.547, -22.401, 17.913)  0.62
C (-20.142, -21.014, 18.120)  -1.12
C (-19.604, -23.242, 17.238)  -1.28
N (-22.575, -24.201, 17.599)  0.37
C (-23.389, -25.306, 18.162)  -1.05
C (-22.792, -23.868, 16.264)  -1.07
H (-19.470, -24.643, 19.714)  0.21
H (-20.850, -25.661, 19.336)  0.35
H (-20.452, -25.417, 21.000)  0.49
H (-22.037, -22.303, 21.355)  0.36
H (-20.271, -22.518, 21.354)  0.07
H (-21.373, -23.703, 22.118)  0.39
H (-19.234, -21.040, 18.723)  0.27
H (-19.919, -20.471, 17.201)  0.36
H (-20.871, -20.448, 18.700)  0.28
H (-19.717, -23.087, 16.165)  0.31
H (-18.597, -22.937, 17.521)  0.32
H (-19.721, -24.307, 17.440)  0.37
H (-23.164, -25.534, 19.204)  0.34
H (-24.461, -25.109, 18.188)  0.31
H (-23.291, -26.165, 17.499)  0.33
H (-22.664, -24.747, 15.632)  0.32
H (-22.171, -23.018, 15.982)  0.31
H (-23.796, -23.551, 15.983)  0.33
O (-13.756, -20.614, 27.759)  -0.82
P (-14.883, -19.893, 28.454)  0.43
N (-16.448, -20.564, 28.357)  0.44
C (-16.786, -21.743, 29.182)  -1.19
C (-16.972, -20.655, 27.023)  -1.45
N (-15.126, -18.267, 27.934)  0.75
C (-14.020, -17.537, 27.333)  -1.14
C (-16.217, -17.445, 28.383)  -1.24
N (-14.620, -19.615, 30.115)  0.22
C (-13.295, -19.156, 30.499)  -1.04
C (-15.673, -19.284, 31.126)  -1.22
H (-17.854, -21.757, 29.400)  0.36
H (-16.296, -21.623, 30.148)  0.44
H (-16.499, -22.662, 28.670)  0.33
H (-17.990, -21.046, 27.054)  0.46
H (-16.403, -21.301, 26.354)  0.49
H (-17.115, -19.660, 26.602)  0.18
H (-13.792, -16.672, 27.955)  0.40
H (-13.088, -18.099, 27.275)  0.41
H (-14.293, -17.262, 26.314)  0.00
H (-16.245, -16.495, 27.849)  0.49
H (-17.152, -17.972, 28.189)  0.24
H (-16.067, -17.158, 29.423)  0.25
H (-13.459, -18.158, 30.906)  0.33
H (-12.809, -19.780, 31.249)  0.31
H (-12.627, -19.077, 29.642)  0.30
H (-15.677, -18.210, 31.316)  0.41
H (-15.479, -19.731, 32.101)  0.31
H (-16.656, -19.587, 30.764)  0.39
O (-12.302, -23.353, 24.490)  -0.74
P (-12.471, -24.409, 23.465)  0.28
N (-12.589, -26.018, 24.065)  0.28
C (-13.098, -27.082, 23.210)  -1.17
C (-11.853, -26.503, 25.240)  -0.95
N (-11.231, -24.613, 22.237)  0.60
C (-9.808, -24.191, 22.571)  -1.08
C (-11.415, -25.278, 20.936)  -1.23
N (-13.971, -24.044, 22.615)  0.48
C (-13.959, -22.942, 21.590)  -1.54
C (-15.226, -24.347, 23.272)  -1.09
H (-13.579, -27.815, 23.859)  0.46
H (-12.297, -27.578, 22.662)  0.22
H (-13.812, -26.586, 22.553)  0.38
H (-12.000, -25.777, 26.040)  0.28
H (-10.800, -26.639, 24.994)  0.28
H (-12.259, -27.497, 25.426)  0.31
H (-9.815, -23.535, 23.442)  0.25
H (-9.237, -25.076, 22.853)  0.32
H (-9.340, -23.691, 21.724)  0.31
H (-12.475, -25.400, 20.711)  0.32
H (-11.009, -24.674, 20.126)  0.38
H (-10.813, -26.185, 21.000)  0.31
H (-14.220, -21.979, 22.028)  0.47
H (-13.000, -22.694, 21.136)  0.54
H (-14.499, -23.297, 20.712)  0.27
H (-15.365, -23.431, 23.847)  0.20
H (-15.177, -25.240, 23.895)  0.46
H (-16.007, -24.536, 22.536)  0.19
O (-20.495, -14.964, 16.888)  -0.87
P (-20.228, -14.728, 18.335)  0.46
N (-18.581, -14.192, 18.583)  0.42
C (-18.005, -14.067, 19.909)  -1.16
C (-17.863, -13.481, 17.549)  -1.24
N (-20.341, -16.144, 19.308)  0.41
C (-21.694, -16.734, 19.289)  -1.19
C (-19.329, -17.167, 19.346)  -0.28
N (-21.243, -13.503, 19.101)  0.14
C (-21.083, -13.099, 20.454)  -0.71
C (-22.558, -13.199, 18.454)  -0.98
H (-18.622, -14.592, 20.638)  0.50
H (-17.911, -13.017, 20.187)  0.27
H (-16.995, -14.478, 19.883)  0.19
H (-16.798, -13.408, 17.768)  0.42
H (-18.237, -12.466, 17.413)  0.30
H (-18.009, -14.009, 16.606)  0.33
H (-21.947, -17.014, 18.267)  0.40
H (-21.839, -17.617, 19.912)  0.43
H (-22.396, -15.914, 19.445)  0.20
H (-19.153, -17.353, 20.405)  0.17
H (-19.660, -18.092, 18.874)  0.05
H (-18.443, -16.720, 18.895)  -0.17
H (-20.048, -12.837, 20.675)  0.15
H (-21.793, -12.300, 20.668)  0.35
H (-21.260, -13.976, 21.077)  0.31
H (-22.443, -12.969, 17.395)  0.27
H (-22.950, -12.245, 18.808)  0.43
H (-23.283, -13.988, 18.655)  0.29
Cl (-17.992, -21.007, 23.863)  -0.08
C (-17.451, -21.515, 22.262)  1.85
C (-16.802, -20.276, 21.569)  -0.45
Cl (-16.466, -20.726, 19.861)  0.03
H (-18.312, -21.986, 21.789)  -0.76
H (-16.677, -22.270, 22.397)  -0.85
H (-15.867, -20.231, 22.127)  0.30
H (-17.483, -19.431, 21.670)  -0.03
Cl (-14.135, -16.159, 16.672)  -0.21
C (-14.913, -16.483, 18.175)  0.42
C (-15.299, -17.995, 18.317)  0.18
Cl (-16.690, -18.432, 17.240)  -0.16
H (-15.732, -15.766, 18.236)  -0.55
H (-14.197, -16.336, 18.984)  0.38
H (-15.653, -18.201, 19.327)  -0.55
H (-14.485, -18.697, 18.137)  0.34
Cl (-18.282, -17.015, 23.166)  -0.19
C (-16.663, -17.200, 23.819)  -0.13
C (-15.630, -16.827, 22.828)  -0.06
Cl (-15.802, -15.090, 22.202)  -0.14
H (-16.578, -18.256, 24.079)  0.23
H (-16.536, -16.653, 24.753)  0.10
H (-15.776, -17.548, 22.024)  -0.66
H (-14.599, -16.906, 23.174)  0.63

Cartesian forces (eV/Å) of the 3 atoms listed first:
O 0.4 0.2 -0.5
P 2.5 -1.2 1.3
N -0.8 -1.4 -1.0

ORCA calculation (the ωB97M-V functional and the def2-TZVPD basis) on a molecular structure, C29H22Cl4N6O2SV.

## Properties
Highest occupied orbital energy (spin up / spin down) in eV: -6.7 / -7.5
2S+1: 4
ΔE to the lowest compared entry with this formula, charge and spin in kJ/mol: 0.0
Largest force on an atom in eV Å⁻¹: 0.6
Gap between HOMO and LUMO (spin up / spin down) in eV: 6.369 / 7.113
Expectation value of S²: 3.76

Each line ends with the Mulliken charge.
Element x y z (Å)
V (-0.384, 0.426, 0.218)  0.13
Cl (-1.849, 0.693, 2.370)  -0.07
C (-2.900, -0.666, 2.896)  -0.39
Cl (-3.641, -1.511, 1.555)  -0.10
H (-3.669, -0.217, 3.511)  0.37
H (-2.269, -1.350, 3.452)  0.27
Cl (2.619, -1.023, -3.513)  -0.25
C (0.887, -1.022, -3.462)  0.24
C (0.179, -1.592, -4.530)  -0.51
C (-1.185, -1.562, -4.559)  0.66
Cl (-2.034, -2.248, -5.916)  -0.28
C (-1.915, -0.966, -3.502)  -0.04
C (-3.322, -0.830, -3.476)  -0.81
C (-3.921, -0.193, -2.430)  -0.99
C (-3.121, 0.280, -1.372)  -0.59
N (-1.820, 0.139, -1.345)  0.68
C (-1.189, -0.452, -2.410)  0.39
C (0.255, -0.433, -2.374)  -0.28
O (0.867, 0.171, -1.409)  -0.01
H (0.729, -2.043, -5.344)  0.47
H (-3.905, -1.225, -4.296)  0.42
H (-4.993, -0.058, -2.387)  0.43
H (-3.573, 0.764, -0.514)  0.60
O (-0.498, 2.590, 0.204)  -0.61
N (-0.053, 3.432, -0.689)  0.44
C (0.211, 4.695, -0.286)  -0.21
C (0.686, 5.630, -1.175)  -0.67
C (0.902, 5.272, -2.499)  -0.30
C (0.623, 3.975, -2.889)  -0.96
C (0.142, 3.064, -1.970)  0.02
H (0.016, 4.868, 0.760)  0.45
H (0.885, 6.629, -0.816)  0.43
H (1.280, 5.993, -3.209)  0.42
H (0.776, 3.640, -3.904)  0.46
H (-0.077, 2.031, -2.181)  0.53
N (-0.328, -1.630, 0.599)  -0.30
C (-0.075, -2.668, 1.065)  0.58
N (0.244, -3.826, 1.536)  -0.76
C (-0.301, -4.133, 2.708)  0.54
N (-0.741, -4.447, 3.732)  -0.63
N (1.364, 0.619, 1.497)  -0.20
S (2.629, -0.274, 1.134)  0.61
C (3.942, 0.853, 0.660)  -0.09
C (3.557, 1.966, -0.075)  -0.18
C (4.526, 2.845, -0.534)  -0.53
C (5.867, 2.607, -0.267)  -0.53
C (6.242, 1.481, 0.452)  -0.70
C (5.281, 0.595, 0.915)  -0.27
C (3.294, -0.962, 2.635)  0.39
C (3.244, -2.343, 2.748)  -0.22
C (3.641, -2.939, 3.940)  -0.81
C (4.079, -2.154, 4.992)  -0.33
C (4.120, -0.767, 4.871)  -0.81
C (3.723, -0.166, 3.692)  -0.22
H (1.604, 1.361, 2.149)  0.18
H (2.507, 2.117, -0.290)  0.27
H (4.232, 3.714, -1.109)  0.43
H (6.622, 3.296, -0.623)  0.39
H (7.288, 1.289, 0.654)  0.39
H (5.575, -0.285, 1.473)  0.46
H (2.864, -2.945, 1.932)  0.47
H (3.588, -4.014, 4.043)  0.40
H (4.381, -2.620, 5.921)  0.39
H (4.458, -0.161, 5.701)  0.39
H (3.752, 0.913, 3.589)  0.36

Cartesian forces (eV/Å) of the 3 atoms listed first:
V 0.6 0.1 0.3
Cl -0.2 0.2 0.0
C 0.2 0.0 0.0